1.
This record from the OMol25 dataset describes 3 unconnected molecules or ions with the total composition C36H68ClN6O4 in a non-equilibrium geometry. The level of theory is the ωB97M-V functional and the def2-TZVPD basis.

Kohn-Sham gap, eV: 8.63
HOMO energy, eV: -10.94
Charge: +1
Multiplicity: 1

CARTESIAN COORDINATES (ANGSTROEM)
C: -2.029 -6.329 -1.575
C: -3.189 -5.388 -2.030
C: -2.984 -3.980 -1.386
C: -2.545 -2.969 -2.479
C: -1.554 -1.894 -1.966
C: -2.327 -0.906 -1.030
C: -1.481 -0.497 0.196
O: -0.169 -0.079 -0.170
C: 0.057 1.306 -0.509
C: 0.093 1.374 -2.063
C: 1.393 0.824 -2.684
C: 1.621 -0.694 -2.642
C: 3.097 -0.916 -3.096
N: 3.951 -0.891 -1.877
C: 4.324 -2.277 -1.497
C: 5.213 -0.211 -2.079
C: 5.766 0.532 -0.861
O: 5.820 -0.259 -3.121
C: 1.455 1.619 0.103
C: 2.005 3.085 0.043
N: 3.478 2.971 0.062
N: 1.662 3.898 -1.116
N: 1.665 3.770 1.302
C: -1.040 2.282 0.030
Cl: -2.374 2.620 -1.091
N: -1.466 1.702 1.341
C: -2.026 2.673 2.349
N: -2.633 3.858 1.782
C: -2.221 0.397 1.233
C: -3.749 0.507 1.086
C: -4.459 -0.753 1.651
C: -5.253 -1.566 0.870
C: -5.869 -2.679 1.422
C: -5.765 -3.012 2.742
C: -4.993 -2.189 3.565
C: -4.789 -2.448 5.048
C: -4.364 -1.098 3.017
H: -1.807 -6.088 -0.531
H: -1.159 -6.137 -2.212
H: -2.349 -7.370 -1.685
H: -3.166 -5.284 -3.121
H: -4.160 -5.817 -1.762
H: -3.973 -3.654 -1.032
H: -2.269 -3.977 -0.557
H: -2.034 -3.478 -3.310
H: -3.410 -2.467 -2.938
H: -0.680 -2.336 -1.479
H: -1.278 -1.322 -2.859
H: -3.240 -1.430 -0.736
H: -2.617 -0.056 -1.658
H: -1.342 -1.464 0.702
H: 0.025 2.415 -2.403
H: -0.756 0.857 -2.518
H: 2.298 1.315 -2.301
H: 1.355 1.092 -3.749
H: 1.012 -1.211 -3.393
H: 1.549 -1.152 -1.653
H: 3.406 -0.190 -3.841
H: 3.150 -1.946 -3.483
H: 4.818 -2.742 -2.366
H: 5.053 -2.211 -0.679
H: 3.454 -2.866 -1.197
H: 5.952 1.573 -1.135
H: 6.681 0.003 -0.568
H: 5.056 0.454 -0.034
H: 1.354 1.359 1.176
H: 2.203 0.917 -0.272
H: 3.850 3.489 0.846
H: 3.875 3.278 -0.818
H: 1.843 3.433 -1.999
H: 0.736 4.303 -1.078
H: 1.517 4.760 1.126
H: 0.851 3.362 1.742
H: -0.621 3.259 0.272
H: -0.576 1.405 1.762
H: -2.757 2.175 2.992
H: -1.219 2.979 3.031
H: -1.984 4.629 1.906
H: -3.465 4.130 2.292
H: -2.059 -0.060 2.215
H: -4.196 1.319 1.680
H: -4.076 0.713 0.063
H: -5.381 -1.334 -0.186
H: -6.471 -3.298 0.756
H: -6.248 -3.896 3.152
H: -4.012 -1.785 5.445
H: -4.410 -3.467 5.208
H: -5.716 -2.327 5.618
H: -3.773 -0.450 3.670
C: 5.159 4.353 -4.256
C: 5.610 2.974 -4.722
C: 4.468 2.092 -4.249
O: 3.282 2.907 -4.279
C: 3.655 4.279 -4.470
H: 5.624 5.174 -4.798
H: 5.382 4.477 -3.192
H: 5.671 2.955 -5.812
H: 6.574 2.666 -4.321
H: 4.630 1.766 -3.223
H: 4.325 1.215 -4.877
H: 3.384 4.566 -5.491
H: 3.099 4.910 -3.773
C: 0.284 -1.551 6.191
C: -0.181 -0.169 6.621
C: -0.574 0.452 5.294
O: -1.034 -0.615 4.443
C: -0.679 -1.869 5.063
H: 0.259 -2.290 6.989
H: 1.306 -1.497 5.808
H: -1.057 -0.253 7.269
H: 0.578 0.405 7.150
H: 0.291 0.923 4.810
H: -1.367 1.197 5.396
H: -1.597 -2.325 5.446
H: -0.247 -2.532 4.314

Löwdin atomic charge list, values in e, 99 entries:
1. C -0.10
2. C -0.24
3. C -0.20
4. C -0.20
5. C -0.18
6. C -0.13
7. C -0.23
8. O -0.04
9. C -0.40
10. C -0.14
11. C -0.18
12. C -0.16
13. C -0.16
14. N -0.13
15. C -0.05
16. C -0.50
17. C 0.00
18. O 0.09
19. C -0.03
20. C -0.61
21. N 0.09
22. N 0.11
23. N 0.09
24. C -0.51
25. Cl 0.81
26. N -0.02
27. C -0.19
28. N 0.05
29. C -0.17
30. C -0.09
31. C -0.19
32. C -0.06
33. C -0.08
34. C -0.04
35. C -0.26
36. C -0.04
37. C -0.01
38. H 0.06
39. H 0.07
40. H 0.07
41. H 0.09
42. H 0.10
43. H 0.09
44. H 0.10
45. H 0.11
46. H 0.12
47. H 0.11
48. H 0.09
49. H 0.08
50. H 0.09
51. H 0.17
52. H 0.09
53. H 0.10
54. H 0.09
55. H 0.12
56. H 0.11
57. H 0.10
58. H 0.09
59. H 0.12
60. H 0.10
61. H 0.09
62. H 0.09
63. H 0.08
64. H 0.09
65. H 0.07
66. H 0.12
67. H 0.11
68. H 0.08
69. H 0.07
70. H 0.06
71. H 0.08
72. H 0.09
73. H 0.03
74. H 0.09
75. H 0.16
76. H 0.13
77. H 0.14
78. H 0.09
79. H 0.10
80. H 0.13
81. H 0.12
82. H 0.09
83. H 0.12
84. H 0.11
85. H 0.12
86. H 0.06
87. H 0.09
88. H 0.09
89. H 0.11
90. C -0.16
91. C -0.15
92. C -0.21
93. O -0.16
94. C -0.20
95. H 0.12
96. H 0.11
97. H 0.12
98. H 0.12
99. H 0.08


2.
This record from the OMol25 dataset describes a molecular structure, C36H69BrClIN4O5P in a non-equilibrium geometry. The level of theory is the ωB97M-V functional and the def2-TZVPD basis.

Kohn-Sham gap (spin up / spin down), eV: 6.75 / 6.55
HOMO energy (spin up / spin down), eV: -7.09 / -7.09
Multiplicity: 4

CARTESIAN COORDINATES (ANGSTROEM)
C: 3.946 -1.295 1.337
P: 2.971 -0.660 2.852
C: 2.926 -1.917 4.289
C: 1.229 -0.013 2.380
C: 0.179 -1.213 2.741
C: -1.163 -1.283 1.803
C: -2.371 -0.278 2.277
N: -3.725 -0.575 1.670
C: 1.417 0.507 0.839
Cl: -0.013 1.434 0.021
O: 2.361 1.655 1.052
C: 1.607 2.537 2.004
O: 1.323 3.840 1.923
C: 1.170 1.421 3.171
Br: -0.417 1.863 4.326
I: 2.831 1.746 4.626
H: 3.265 -1.709 0.454
H: 4.639 -0.392 0.982
H: 4.707 -2.119 1.739
H: 2.707 -1.417 5.351
H: 2.148 -2.794 4.151
H: 3.991 -2.446 4.360
H: -0.089 -1.201 3.904
H: 0.761 -2.240 2.561
H: -0.889 -1.194 0.645
H: -1.593 -2.390 1.920
H: -2.064 0.813 1.904
H: -2.443 -0.245 3.468
H: -4.333 -0.856 2.495
H: -4.122 0.375 1.400
H: 1.681 -0.270 0.000
C: -2.803 7.585 4.624
C: -2.640 6.065 4.325
C: -2.861 5.827 2.807
C: -4.319 6.003 2.394
C: -5.250 5.139 3.241
C: -5.023 5.252 4.773
N: -3.575 5.245 5.169
O: -3.131 3.909 5.112
C: -5.686 6.539 5.330
C: -5.848 4.105 5.454
C: -1.142 5.799 4.685
H: -1.933 8.149 4.273
H: -3.654 8.042 4.118
H: -2.897 7.770 5.698
H: -2.532 4.817 2.531
H: -2.238 6.517 2.224
H: -4.619 7.053 2.464
H: -4.431 5.728 1.338
H: -6.285 5.390 2.995
H: -5.110 4.097 2.925
H: -5.433 6.683 6.387
H: -6.779 6.481 5.269
H: -5.416 7.443 4.787
H: -5.599 3.115 5.053
H: -6.924 4.239 5.284
H: -5.687 4.088 6.538
H: -0.945 6.035 5.737
H: -0.478 6.425 4.077
H: -0.830 4.765 4.504
C: -0.667 -6.566 -0.763
C: 0.101 -5.366 -1.392
C: 0.284 -5.631 -2.910
C: 1.290 -6.741 -3.194
C: 2.626 -6.476 -2.504
C: 2.515 -6.110 -0.998
N: 1.413 -5.139 -0.695
O: 1.869 -3.858 -1.064
C: 2.307 -7.386 -0.140
C: 3.924 -5.599 -0.537
C: -0.887 -4.173 -1.182
H: -1.728 -6.537 -1.031
H: -0.318 -7.539 -1.110
H: -0.609 -6.545 0.329
H: 0.613 -4.713 -3.416
H: -0.679 -5.895 -3.365
H: 0.895 -7.712 -2.882
H: 1.452 -6.815 -4.276
H: 3.268 -7.352 -2.631
H: 3.121 -5.659 -3.044
H: 2.114 -7.125 0.907
H: 3.200 -8.022 -0.151
H: 1.496 -8.022 -0.489
H: 4.294 -4.772 -1.155
H: 4.677 -6.394 -0.614
H: 3.906 -5.266 0.507
H: -1.092 -4.018 -0.117
H: -1.847 -4.370 -1.677
H: -0.522 -3.229 -1.599
C: 2.553 1.502 -7.137
C: 1.372 0.655 -6.577
C: 0.445 1.580 -5.743
C: 1.082 2.014 -4.427
C: 1.559 0.814 -3.613
C: 2.417 -0.208 -4.409
N: 1.877 -0.512 -5.775
O: 0.801 -1.406 -5.612
C: 3.877 0.297 -4.550
C: 2.569 -1.487 -3.513
C: 0.628 0.196 -7.873
H: 2.221 2.138 -7.965
H: 2.981 2.192 -6.410
H: 3.352 0.862 -7.522
H: -0.503 1.070 -5.529
H: 0.182 2.472 -6.325
H: 1.916 2.699 -4.607
H: 0.350 2.580 -3.840
H: 2.117 1.176 -2.745
H: 0.669 0.312 -3.212
H: 4.457 -0.363 -5.206
H: 4.388 0.311 -3.580
H: 3.956 1.313 -4.931
H: 1.602 -1.893 -3.194
H: 3.122 -1.261 -2.593
H: 3.117 -2.278 -4.038
H: 1.290 -0.395 -8.515
H: 0.290 1.062 -8.456
H: -0.270 -0.398 -7.669

Löwdin atomic charge list, values in e, 99 entries:
1. C -0.30
2. P 0.75
3. C -0.33
4. C -0.54
5. C -0.19
6. C -0.21
7. C -0.33
8. N -0.06
9. C -0.51
10. Cl 0.63
11. O -0.17
12. C -0.41
13. O 0.00
14. C -0.98
15. Br 0.65
16. I 0.82
17. H 0.04
18. H 0.07
19. H 0.06
20. H 0.05
21. H 0.04
22. H 0.06
23. H 0.13
24. H 0.11
25. H 0.10
26. H 0.12
27. H 0.08
28. H 0.10
29. H 0.07
30. H 0.07
31. H 0.13
32. C -0.05
33. C -0.47
34. C -0.13
35. C -0.19
36. C -0.14
37. C -0.47
38. N -0.02
39. O -0.06
40. C -0.05
41. C -0.05
42. C -0.04
43. H 0.09
44. H 0.06
45. H 0.09
46. H 0.12
47. H 0.13
48. H 0.10
49. H 0.11
50. H 0.12
51. H 0.12
52. H 0.09
53. H 0.08
54. H 0.06
55. H 0.07
56. H 0.08
57. H 0.09
58. H 0.09
59. H 0.09
60. H 0.02
61. C -0.04
62. C -0.47
63. C -0.13
64. C -0.18
65. C -0.13
66. C -0.47
67. N -0.02
68. O -0.06
69. C -0.04
70. C -0.05
71. C -0.04
72. H 0.09
73. H 0.06
74. H 0.09
75. H 0.12
76. H 0.13
77. H 0.10
78. H 0.12
79. H 0.12
80. H 0.12
81. H 0.09
82. H 0.08
83. H 0.06
84. H 0.07
85. H 0.08
86. H 0.08
87. H 0.07
88. H 0.09
89. H 0.07
90. C -0.05
91. C -0.47
92. C -0.14
93. C -0.18
94. C -0.14
95. C -0.47
96. N -0.02
97. O -0.03
98. C -0.04
99. C -0.05


3.
This record from the OMol25 dataset describes 6 unconnected molecules or ions with the total composition C36H69BrF5N2O5PS in a non-equilibrium geometry. The level of theory is the ωB97M-V functional and the def2-TZVPD basis.

Energy relative to the best compared isomer or geometry (same formula, charge and spin), kcal per mole: 0.00
Kohn-Sham gap, eV: 6.69
SMILES string: CC[C@H](Br)c1c(CCCF)c(C(F)(F)C(F)F)c2nsnc2c1P(C)C.CCOCC.CCOCC.CCOCC.CCOCC.CCOCC
HOMO energy, eV: -8.24
Multiplicity: 1

CARTESIAN COORDINATES (ANGSTROEM)
C: 3.532 0.476 2.512
C: 2.051 -0.094 2.875
C: 0.921 0.761 2.058
Br: -0.775 0.874 3.158
C: 0.674 0.224 0.578
C: 0.029 -1.207 0.235
C: -0.425 -2.098 1.479
C: -2.046 -2.153 1.687
C: -2.841 -0.984 0.936
F: -3.169 -1.292 -0.453
C: -0.159 -1.741 -1.195
C: -0.731 -3.142 -1.656
F: -1.395 -3.922 -0.677
F: -1.720 -2.863 -2.686
C: 0.397 -4.051 -2.422
F: 1.727 -3.595 -2.194
F: 0.170 -4.022 -3.835
C: 0.317 -0.771 -2.372
N: 0.267 -1.052 -3.798
S: 0.844 0.302 -4.712
N: 1.235 1.336 -3.374
C: 0.931 0.665 -2.145
C: 1.089 1.130 -0.640
P: 1.831 2.890 -0.408
C: 0.456 4.015 -1.159
C: 3.412 3.010 -1.487
H: 3.423 1.049 1.520
H: 3.946 1.120 3.368
H: 4.214 -0.442 2.404
H: 1.816 0.036 3.993
H: 2.020 -1.211 2.640
H: 1.326 1.846 2.072
H: 0.006 -1.786 2.487
H: -0.103 -3.185 1.290
H: -2.267 -2.050 2.817
H: -2.496 -3.162 1.371
H: -2.320 0.031 0.922
H: -3.836 -0.827 1.513
H: 0.279 -5.145 -2.093
H: 0.534 5.100 -0.808
H: 0.421 3.958 -2.304
H: -0.543 3.569 -0.772
H: 4.309 2.768 -0.792
H: 3.568 4.050 -1.940
H: 3.414 2.203 -2.298
C: 2.949 -4.317 5.080
C: 3.831 -4.241 3.846
O: 4.716 -3.129 3.849
C: 5.663 -3.075 4.907
C: 6.618 -4.255 4.926
H: 2.420 -3.373 5.235
H: 2.216 -5.121 4.977
H: 3.536 -4.513 5.981
H: 3.193 -4.124 2.966
H: 4.390 -5.171 3.703
H: 5.153 -2.964 5.869
H: 6.242 -2.159 4.756
H: 6.098 -5.189 5.155
H: 7.391 -4.110 5.686
H: 7.099 -4.380 3.952
C: -2.947 -1.019 5.778
C: -2.496 -2.171 6.660
O: -1.317 -1.889 7.401
C: -1.390 -0.807 8.319
C: -2.426 -1.009 9.411
H: -2.130 -0.683 5.135
H: -3.789 -1.325 5.151
H: -3.269 -0.161 6.373
H: -2.262 -3.029 6.024
H: -3.299 -2.492 7.331
H: -1.557 0.134 7.786
H: -0.403 -0.729 8.783
H: -3.442 -1.013 9.006
H: -2.365 -0.205 10.149
H: -2.273 -1.966 9.917
C: 2.163 9.534 1.634
C: 1.458 8.839 0.482
O: 1.081 7.501 0.774
C: 0.169 7.319 1.848
C: -1.171 7.997 1.627
H: 3.010 8.938 1.984
H: 2.527 10.517 1.322
H: 1.493 9.681 2.485
H: 2.142 8.789 -0.368
H: 0.589 9.415 0.148
H: 0.624 7.640 2.791
H: 0.006 6.241 1.935
H: -1.073 9.086 1.614
H: -1.868 7.735 2.426
H: -1.602 7.697 0.668
C: -3.522 -4.950 -4.868
C: -2.798 -6.249 -4.559
O: -3.531 -7.409 -4.929
C: -3.839 -7.550 -6.309
C: -2.612 -7.637 -7.198
H: -4.525 -4.955 -4.435
H: -2.967 -4.099 -4.466
H: -3.632 -4.799 -5.945
H: -2.642 -6.314 -3.479
H: -1.804 -6.265 -5.018
H: -4.506 -6.744 -6.633
H: -4.408 -8.479 -6.404
H: -2.050 -6.699 -7.200
H: -2.901 -7.854 -8.229
H: -1.936 -8.421 -6.848
C: -0.476 2.394 -7.870
C: -1.331 3.001 -6.769
O: -1.075 4.381 -6.551
C: -1.320 5.252 -7.646
C: -2.767 5.253 -8.108
H: 0.584 2.591 -7.688
H: -0.632 1.314 -7.922
H: -0.723 2.815 -8.847
H: -1.103 2.492 -5.829
H: -2.396 2.837 -6.961
H: -0.642 5.021 -8.474
H: -1.061 6.257 -7.305
H: -3.053 4.288 -8.535
H: -2.923 6.016 -8.874
H: -3.440 5.450 -7.269

Löwdin atomic charge list, values in e, 99 entries:
1. C -0.09
2. C -0.26
3. C -0.62
4. Br 0.70
5. C -0.12
6. C -0.04
7. C -0.16
8. C -0.16
9. C -0.18
10. F -0.11
11. C 0.03
12. C -0.27
13. F 0.04
14. F 0.01
15. C -0.16
16. F 0.02
17. F 0.00
18. C -0.16
19. N -0.26
20. S 0.94
21. N -0.27
22. C -0.26
23. C -0.22
24. P 0.87
25. C -0.30
26. C -0.32
27. H 0.05
28. H 0.08
29. H 0.07
30. H 0.10
31. H 0.09
32. H 0.06
33. H 0.07
34. H 0.12
35. H 0.10
36. H 0.11
37. H 0.07
38. H 0.13
39. H 0.18
40. H 0.03
41. H 0.04
42. H 0.05
43. H 0.04
44. H 0.05
45. H 0.02
46. C -0.08
47. C -0.28
48. O -0.18
49. C -0.28
50. C -0.08
51. H 0.08
52. H 0.08
53. H 0.07
54. H 0.11
55. H 0.11
56. H 0.11
57. H 0.12
58. H 0.07
59. H 0.08
60. H 0.08
61. C -0.09
62. C -0.27
63. O -0.16
64. C -0.28
65. C -0.08
66. H 0.01
67. H 0.08
68. H 0.07
69. H 0.12
70. H 0.11
71. H 0.11
72. H 0.12
73. H 0.07
74. H 0.08
75. H 0.08
76. C -0.08
77. C -0.28
78. O -0.18
79. C -0.28
80. C -0.08
81. H 0.08
82. H 0.08
83. H 0.07
84. H 0.12
85. H 0.11
86. H 0.11
87. H 0.12
88. H 0.07
89. H 0.08
90. H 0.08
91. C -0.07
92. C -0.28
93. O -0.16
94. C -0.28
95. C -0.08
96. H 0.09
97. H 0.06
98. H 0.07
99. H 0.12


Number 1: calculated total energy -2501.91977 a.u.. Number 2: calculated total energy -5681.09546 a.u.. Number 3: calculated total energy -5711.32425 a.u..